(1)
C2H4N4 | wB97M-V/def2-TZVPD

```
! wB97M-V def2-TZVPD RIJCOSX def2/J DEFGRID3
* xyz 0 1
N 2.005 -0.061 -0.198
C 0.591 0.055 -0.136
N 0.680 -0.826 0.790
N -1.568 -0.488 0.734
C -1.515 0.383 -0.211
N -0.307 0.754 -0.763
H 2.587 0.617 0.272
H 2.433 -0.636 -0.910
H -2.513 -0.676 1.060
H -2.392 0.877 -0.637
*
```

Properties
energy relative to the best compared isomer or geometry (same formula, charge and spin): 82.0 kcal per mole
electronic energy: -8095.7566 eV
frontier orbital gap: 9.41 eV
LUMO energy: 0.01043 Ha

---

(2)
C34H29ClNO10 | wB97M-V/def2-TZVPD

```
! wB97M-V def2-TZVPD RIJCOSX def2/J DEFGRID3
* xyz 1 1
O 6.154 -0.569 3.435
C 6.317 -0.503 2.089
O 7.089 0.618 1.465
C 6.081 1.707 1.245
C 6.573 2.980 2.153
C 5.843 4.409 1.802
C 4.361 4.612 2.473
C 3.267 3.446 2.117
C 2.412 3.310 0.718
C 1.331 2.057 0.480
N 1.162 1.017 1.580
Cl 0.027 -0.283 1.250
C 1.900 1.067 2.901
C 2.966 2.272 3.269
H 5.823 -1.330 1.407
H 5.085 1.305 1.733
H 5.965 1.923 0.100
H 6.521 2.743 3.310
H 7.732 3.132 1.915
H 5.856 4.644 0.632
H 6.539 5.254 2.279
H 4.483 4.694 3.634
H 3.911 5.637 2.101
H 2.564 4.101 -0.151
H 0.716 1.991 -0.519
H 1.704 0.208 3.697
H 3.484 2.260 4.319
C 0.330 -1.462 -3.689
C -0.038 -0.612 -2.726
C -0.868 0.572 -3.026
O -1.203 1.352 -2.145
C -1.276 0.778 -4.429
C -0.908 -0.072 -5.392
C -0.078 -1.256 -5.093
O 0.257 -2.036 -5.973
H 0.939 -2.335 -3.487
H 0.253 -0.749 -1.692
H -1.885 1.651 -4.632
H -1.199 0.066 -6.427
C -3.597 -4.819 -4.247
C -2.561 -4.097 -3.806
C -1.274 -4.734 -3.467
O -0.326 -4.075 -3.061
C -1.174 -6.198 -3.635
C -2.209 -6.919 -4.075
C -3.497 -6.282 -4.415
O -4.445 -6.941 -4.821
H -4.549 -4.367 -4.500
H -2.619 -3.023 -3.678
H -0.222 -6.649 -3.382
H -2.152 -7.993 -4.203
C -2.853 -4.148 4.872
C -2.435 -4.461 3.642
C -1.600 -3.530 2.857
O -1.218 -3.815 1.730
C -1.244 -2.242 3.484
C -1.662 -1.929 4.715
C -2.497 -2.860 5.500
O -2.879 -2.575 6.627
H -3.467 -4.819 5.461
H -2.687 -5.402 3.168
H -0.630 -1.571 2.896
H -1.410 -0.988 5.189
C -5.616 4.752 0.179
C -6.078 4.110 -0.899
C -5.243 3.130 -1.622
O -5.664 2.543 -2.609
C -3.881 2.887 -1.108
C -3.419 3.529 -0.031
C -4.254 4.509 0.693
O -3.833 5.096 1.680
H -6.215 5.474 0.721
H -7.075 4.277 -1.288
H -3.282 2.164 -1.650
H -2.422 3.362 0.358
*
```

Properties
energy relative to the best compared isomer or geometry (same formula, charge and spin): 239.4 kcal per mole
electronic energy: -70192.6318 eV
frontier orbital gap: 6.73 eV
LUMO energy: -0.19268 Ha

---

(3)
C5H14NO2 | wB97M-V/def2-TZVPD

```
! wB97M-V def2-TZVPD RIJCOSX def2/J DEFGRID3
* xyz -1 1
C 1.245 1.080 0.212
O 2.270 0.346 0.694
C 0.235 0.194 -0.580
C -1.154 0.840 -0.671
C -2.188 -0.253 -1.058
C -2.813 -1.043 0.071
N 0.714 -0.073 -1.952
H 1.542 1.913 -0.517
H 0.720 1.600 1.051
H 0.181 -0.763 -0.063
H -1.085 1.581 -1.479
H -1.583 1.221 0.265
H -1.619 -0.963 -1.694
H -2.948 0.123 -1.749
H -1.970 -1.250 0.749
H -3.192 -2.012 -0.199
H -3.478 -0.429 0.672
H 0.490 0.699 -2.566
H 1.718 -0.197 -1.878
H 1.971 -0.304 2.028
H 1.398 -1.726 2.805
O 1.668 -0.792 2.878
*
```

Properties
energy relative to the best compared isomer or geometry (same formula, charge and spin): 8.3 kcal per mole
electronic energy: -10997.2478 eV
frontier orbital gap: 7.02 eV
LUMO energy: 0.13980 Ha

---

(4)
C9H11ClN2O | wB97M-V/def2-TZVPD

```
! wB97M-V def2-TZVPD RIJCOSX def2/J DEFGRID3
* xyz 0 1
C 2.464 1.584 -1.220
C -0.007 0.011 -0.451
C 0.651 -1.118 -0.762
C 2.664 -0.408 0.077
C 2.209 1.038 0.094
C 0.684 1.058 0.412
C -1.432 0.244 -0.828
C 0.051 -2.248 -1.538
C 0.476 0.701 1.893
N 2.664 2.001 -2.265
N 1.952 -1.362 -0.331
O 0.140 2.324 0.125
Cl 4.261 -0.716 0.611
H 2.769 1.619 0.834
H -2.099 -0.299 -0.157
H -1.617 -0.103 -1.841
H -1.658 1.304 -0.764
H -0.121 -1.952 -2.571
H -0.901 -2.551 -1.106
H 0.737 -3.089 -1.522
H 0.989 1.418 2.534
H 0.859 -0.294 2.102
H -0.587 0.726 2.121
H 0.516 2.977 0.726
*
```

Properties
energy relative to the best compared isomer or geometry (same formula, charge and spin): 43.0 kcal per mole
electronic energy: -27060.7914 eV
frontier orbital gap: 9.07 eV
SMILES: CC1=C(C)[C@](C)(O)[C@H](C#N)C(Cl)=N1
LUMO energy: 0.00670 Ha

---

(5)
C22H29N9S3Ti | wB97M-V/def2-TZVPD

```
! wB97M-V def2-TZVPD RIJCOSX def2/J DEFGRID3
* xyz 0 1
Ti -0.124 0.007 -0.569
C 4.539 -4.050 -0.702
C 3.906 -3.095 -1.758
N 3.659 -1.734 -1.378
C 2.749 -1.240 -0.531
S 1.267 -2.198 -0.222
N 2.872 0.004 -0.100
N 1.726 0.448 0.582
C 1.856 1.141 1.660
C 3.190 1.291 2.325
C 0.652 1.640 2.329
C 0.574 2.528 3.426
C -0.679 2.955 3.851
C -1.810 2.476 3.189
C -1.640 1.531 2.200
N -0.457 1.138 1.764
H 4.341 -5.054 -1.067
H 5.634 -3.928 -0.572
H 4.139 -3.934 0.302
H 4.647 -3.041 -2.585
H 3.030 -3.614 -2.117
H 4.499 -1.135 -1.435
H 3.469 2.197 2.844
H 3.306 0.474 3.079
H 4.013 1.114 1.637
H 1.514 2.820 3.834
H -0.830 3.667 4.680
H -2.811 2.773 3.550
H -2.505 1.084 1.680
N -1.096 -1.470 -2.102
C -1.541 -2.865 -1.829
C -2.945 -3.140 -1.288
C -3.114 -3.228 0.181
C -2.785 -1.911 0.878
N -1.330 -1.589 0.854
H -1.779 -0.849 -2.543
H -0.312 -1.548 -2.753
H -0.775 -3.304 -1.215
H -1.546 -3.451 -2.751
H -3.266 -4.092 -1.704
H -3.637 -2.382 -1.700
H -2.433 -3.996 0.607
H -4.090 -3.537 0.442
H -3.088 -1.973 1.957
H -3.330 -1.080 0.385
H -0.840 -2.482 0.761
H -1.024 -1.127 1.700
S 0.196 2.486 -0.759
C -1.383 3.257 -0.623
C -1.531 4.652 -0.497
C -2.779 5.236 -0.298
C -3.907 4.402 -0.094
C -3.766 3.045 -0.362
C -2.531 2.458 -0.529
S -2.380 0.709 -0.799
H -0.654 5.310 -0.656
H -2.788 6.347 -0.209
H -4.873 4.820 0.022
H -4.660 2.451 -0.217
N 5.246 0.342 -3.137
C 4.141 0.650 -3.204
N 2.897 0.996 -3.404
C 1.952 0.511 -2.784
N 1.022 0.087 -2.224
*
```

Properties
energy relative to the best compared isomer or geometry (same formula, charge and spin): 21.0 kcal per mole
electronic energy: -92318.3451 eV
frontier orbital gap: 6.55 eV
LUMO energy: -0.03016 Ha